A:
# C15H52O11

11 unconnected molecules or ions with the total composition C15H52O11 (ωB97M-V with the def2-TZVPD basis set, OMol25).

CARTESIAN COORDINATES (ANGSTROEM)
C -2.770 -5.006 2.572
O -1.605 -5.696 2.950
H -2.751 -4.024 3.043
H -2.822 -4.904 1.488
H -3.669 -5.428 3.020
H -1.672 -6.644 2.812
C -2.256 -3.575 -5.604
O -3.626 -3.347 -5.500
H -1.875 -3.682 -6.620
H -1.837 -2.628 -5.265
H -1.951 -4.331 -4.881
H -4.034 -3.845 -6.213
C 4.721 2.311 -5.358
O 3.902 3.225 -5.988
H 5.105 1.588 -6.077
H 5.545 2.890 -4.940
H 4.207 1.730 -4.593
H 3.974 4.060 -5.519
C 7.483 0.185 -0.782
O 7.549 1.327 -1.661
H 6.433 0.062 -0.515
H 7.970 -0.572 -1.396
H 7.950 0.315 0.194
H 7.118 2.096 -1.280
C 4.507 -4.649 1.663
O 5.481 -5.657 1.802
H 3.515 -5.024 1.410
H 4.395 -4.122 2.611
H 4.803 -3.919 0.910
H 6.258 -5.188 2.115
C -3.409 3.131 -2.740
O -2.327 3.391 -1.913
H -4.306 2.778 -2.231
H -3.610 4.000 -3.366
H -3.196 2.294 -3.405
H -2.136 2.581 -1.435
C 5.094 5.496 -1.332
O 5.925 4.951 -0.291
H 4.724 6.468 -1.007
H 5.597 5.498 -2.299
H 4.231 4.833 -1.396
H 5.488 5.045 0.559
C -0.621 4.718 3.379
O -0.152 6.062 3.224
H -1.487 4.558 2.737
H 0.162 3.979 3.205
H -0.980 4.598 4.401
H -0.886 6.618 3.494
C -6.231 -2.204 -1.214
O -6.579 -3.112 -2.246
H -6.470 -1.178 -1.495
H -6.632 -2.477 -0.238
H -5.149 -2.248 -1.094
H -6.039 -2.910 -3.014
C -3.521 0.892 6.322
C -3.454 0.005 5.072
C -4.566 0.517 4.129
O -2.173 0.117 4.573
H -3.326 1.947 6.131
H -2.775 0.524 7.026
H -4.501 0.749 6.779
H -3.684 -1.052 5.209
H -4.604 -0.115 3.242
H -4.273 1.527 3.841
H -5.557 0.592 4.578
H -1.704 -0.497 5.143
C 1.284 0.021 -0.453
C -0.103 -0.507 -0.906
C -0.155 -2.050 -0.774
O -1.074 0.014 -0.077
H 1.356 1.075 -0.720
H 2.171 -0.314 -0.989
H 1.429 -0.012 0.627
H -0.290 -0.215 -1.940
H 0.359 -2.609 -1.555
H -1.192 -2.347 -0.934
H 0.237 -2.497 0.140
H -0.946 -0.184 0.854

Computed properties:
charge	0
HOMO	-10.083	eV
HOMO-LUMO gap	10.266	eV

B:
# C15H52O11

11 unconnected molecules or ions with the total composition C15H52O11 (ωB97M-V with the def2-TZVPD basis set, OMol25).

CARTESIAN COORDINATES (ANGSTROEM)
C 19.277 -27.160 -22.618
O 20.649 -27.181 -22.745
H 18.673 -27.505 -23.458
H 18.904 -27.817 -21.833
H 19.030 -26.103 -22.518
H 20.927 -28.066 -22.991
C 21.461 -17.751 -17.943
O 20.849 -18.281 -19.080
H 20.735 -17.267 -17.289
H 22.146 -18.523 -17.593
H 22.170 -16.989 -18.265
H 20.053 -17.814 -19.348
C 22.557 -22.659 -21.277
O 22.820 -21.247 -21.358
H 21.602 -22.923 -20.821
H 22.636 -23.138 -22.253
H 23.335 -23.148 -20.691
H 22.352 -20.745 -20.687
C 17.563 -21.831 -20.388
O 16.205 -22.176 -20.527
H 17.694 -21.247 -19.477
H 18.202 -22.706 -20.508
H 17.854 -21.151 -21.189
H 16.052 -22.431 -21.440
C 20.172 -19.986 -25.003
O 19.527 -21.008 -25.742
H 20.204 -20.043 -23.915
H 21.199 -19.864 -25.347
H 19.623 -19.051 -25.116
H 20.062 -21.794 -25.603
C 14.461 -18.665 -17.554
O 13.396 -18.337 -16.578
H 15.469 -18.509 -17.171
H 14.489 -19.738 -17.744
H 14.454 -18.133 -18.505
H 13.498 -17.400 -16.393
C 20.368 -18.986 -12.942
C 19.844 -20.345 -13.398
C 19.371 -20.294 -14.803
O 20.791 -21.346 -13.325
H 20.782 -19.084 -11.938
H 19.559 -18.283 -12.741
H 21.178 -18.622 -13.573
H 18.989 -20.590 -12.767
H 18.769 -21.194 -14.931
H 20.173 -20.385 -15.535
H 18.788 -19.391 -14.987
H 20.622 -21.997 -14.010
C 15.727 -24.258 -25.992
C 15.249 -22.850 -25.893
C 13.724 -22.754 -25.891
O 15.711 -22.335 -24.642
H 15.237 -24.828 -25.203
H 16.812 -24.268 -25.886
H 15.432 -24.690 -26.947
H 15.648 -22.178 -26.652
H 13.524 -21.713 -25.637
H 13.233 -23.396 -25.160
H 13.316 -23.003 -26.870
H 16.579 -22.007 -24.888
C 9.673 -21.005 -19.935
C 10.868 -21.394 -20.786
C 11.273 -22.861 -20.511
O 10.471 -21.278 -22.108
H 8.785 -21.609 -20.122
H 9.314 -20.008 -20.189
H 9.954 -21.082 -18.885
H 11.731 -20.733 -20.707
H 11.563 -23.005 -19.470
H 12.060 -23.241 -21.163
H 10.472 -23.562 -20.746
H 9.839 -21.988 -22.238
O 15.135 -18.244 -22.852
H 15.463 -19.135 -22.731
H 14.363 -18.346 -23.409
O 16.490 -24.383 -17.293
H 16.121 -24.135 -18.141
H 16.620 -25.329 -17.355

Computed properties:
charge	0
HOMO	-9.998	eV
HOMO-LUMO gap	10.125	eV

Which of them is the least stable? Correct choice: A.